Entry 1:
{
  "formula": "C23H27AlClNO",
  "method": "ωB97M-V with the def2-TZVPD basis set",
  "elements": ["C", "C", "H", "H", "H", "Al", "H", "C", "C", "C", "H", "H", "C", "H", "H", "H", "C", "C", "H", "H", "C", "H", "C", "C", "H", "H", "H", "C", "H", "H", "H", "C", "C", "H", "C", "C", "H", "H", "Cl", "N", "H", "C", "C", "H", "C", "C", "H", "H", "C", "O", "C", "H", "H", "C"],
  "positions_angstrom": [[-1.208006, -1.895197, 1.341527], [-3.089925, -1.442618, -2.485191], [0.452296, -3.391008, 1.376527], [2.048786, -0.905786, -6.079485], [-1.236259, -3.208654, -3.307075], [-0.584909, 0.354932, -0.094189], [-0.539246, 3.211827, -3.562360], [2.374411, -0.771199, -0.470629], [1.956446, -0.267805, 0.778408], [-2.085217, 1.187212, -3.224167], [-3.432116, -1.315975, -3.510584], [1.121355, 2.163766, -1.384825], [3.215113, 0.693487, -5.199588], [-2.799265, -0.643698, 0.229379], [-2.634071, 1.698878, 0.927318], [0.395420, -3.201456, -1.312671], [-1.558553, -1.257319, -2.407519], [-0.922673, -2.162778, -3.452441], [2.187411, -0.683429, 1.761704], [-0.716455, 3.333153, -5.314205], [0.725151, 1.915107, -4.695700], [-0.896675, 0.827632, -1.668170], [3.154751, 1.934382, -4.553721], [-1.089998, 0.223285, -2.639114], [-1.593576, -1.878944, 2.355607], [1.869565, 3.508165, -3.788729], [-1.242923, -1.859233, -4.460027], [-1.556836, 1.822045, 0.774241], [0.173663, -2.120813, -3.430513], [1.054280, 1.751670, 1.301005], [-3.360419, -2.453183, -2.173128], [2.025718, 0.060910, -5.571661], [-0.196539, -2.717159, 0.812443], [4.183425, 0.243048, -5.435550], [-0.583709, 2.625867, -4.491298], [1.275268, 1.211565, -0.896686], [-3.630482, -0.725237, -1.873419], [-1.057398, 1.999747, 1.729823], [-1.276957, 3.205098, -0.251697], [-1.791168, 1.764476, -4.457835], [-0.134024, 0.219309, -3.177153], [0.790347, 0.679057, -5.335850], [1.267044, 0.984272, 0.560945], [-2.574167, 2.256219, -4.864105], [-0.182459, -2.598513, -0.604072], [-1.830975, -1.181477, 0.231861], [4.081217, 2.447119, -4.262963], [2.936069, -1.679799, -0.655343], [-1.118994, -1.606132, -0.992754], [-3.050482, 1.437534, -2.492314], [2.003580, 0.130063, -1.479073], [2.329609, 0.086195, -2.515936], [-0.144728, 0.209663, -5.647714], [1.919182, 2.539127, -4.297537]],
  "forces_ev_per_angstrom": [[-0.297, -0.057, -1.369], [0.101, 0.099, -0.126], [-0.278, 0.336, -0.134], [0.032, 0.289, 0.170], [0.092, 0.369, 0.022], [0.790, -0.325, 1.956], [0.073, 0.043, -0.176], [0.152, 0.569, 0.140], [-0.078, 0.837, -0.356], [-1.338, 0.319, 1.544], [-0.069, 0.076, -0.165], [-0.249, -0.051, 0.120], [-0.214, 0.181, 0.010], [0.733, -0.543, 0.115], [0.234, 0.142, -0.023], [0.041, 0.501, 0.479], [-0.541, 0.375, 0.692], [0.256, -0.165, -0.325], [-0.361, 0.000, -0.434], [-0.118, -0.068, 0.084], [0.752, -0.135, -0.160], [-0.442, -0.450, -2.439], [-0.026, 0.130, -0.064], [0.232, 0.546, 0.122], [0.362, 0.193, -0.100], [0.085, -0.344, -0.168], [0.043, -0.036, 0.224], [-0.503, -0.854, 0.361], [-0.168, 0.011, 0.070], [0.049, -0.276, -0.166], [0.163, 0.022, 0.047], [-0.128, 0.184, -0.063], [-0.676, -0.214, -0.259], [-0.379, 0.108, 0.179], [-0.122, -0.056, 0.291], [1.329, -0.596, 0.352], [0.042, -0.068, 0.019], [-0.296, 0.073, 0.022], [0.063, 1.580, -0.659], [-0.023, 0.006, -0.003], [-0.244, 0.048, 0.508], [0.290, -0.065, -0.094], [1.271, -0.949, -0.498], [-0.227, 0.035, 0.333], [-0.472, 0.645, 0.291], [0.160, -0.992, 0.216], [-0.463, -0.272, -0.096], [-0.175, 0.038, 0.202], [-0.009, -1.428, 0.622], [0.828, -0.006, -2.077], [-0.121, 0.570, 0.673], [-0.410, -0.144, 0.107], [0.322, 0.037, 0.066], [-0.069, -0.267, -0.081]],
  "nbo_charge": [-0.245, -0.606, 0.221, 0.210, 0.226, 1.898, 0.204, -0.280, -0.227, 0.698, 0.204, 0.257, -0.241, 0.277, 0.229, 0.225, -0.052, -0.604, 0.230, 0.227, -0.041, 0.082, -0.200, -0.426, 0.229, 0.217, 0.211, -1.038, 0.218, 0.265, 0.220, -0.150, -0.282, 0.221, -0.243, -0.509, 0.235, 0.225, -0.052, -0.652, 0.279, -0.256, -0.567, 0.398, -0.226, -0.636, 0.222, 0.219, -0.237, -0.572, -0.248, 0.226, 0.229, -0.210],
  "fmax_ev_per_a": 2.52,
  "lumo_energy_ev": 0.586,
  "de_lowest_kcal_mol": 1.7,
  "homo_lumo_gap_ev": 8.5,
  "e_tot_ha": -1725.17863
}

Entry 2:
{
  "formula": "C23H27AuClN2O5PS",
  "method": "ωB97M-V with the def2-TZVPD basis set",
  "elements": ["H", "H", "H", "H", "C", "H", "C", "C", "C", "H", "Au", "O", "C", "N", "C", "H", "H", "H", "C", "H", "H", "Cl", "H", "C", "H", "H", "S", "C", "H", "O", "H", "O", "P", "C", "H", "C", "C", "C", "H", "C", "O", "C", "C", "H", "H", "H", "N", "C", "H", "H", "C", "H", "H", "H", "C", "C", "C", "C", "H", "O", "C"],
  "positions_angstrom": [[-4.205865, 4.366963, 0.294526], [-4.491164, 4.124669, -1.422552], [4.927656, -5.117693, -0.265028], [-0.926736, 3.047056, -2.145725], [-2.070599, -1.678205, -2.066855], [-2.239505, -2.632615, -2.557513], [1.266538, 2.188372, 0.685555], [0.354569, -3.628645, -0.553866], [5.222210, -3.050363, 0.179160], [-2.745921, -0.932287, -2.470544], [0.521331, -0.711075, 0.410470], [0.409266, 1.232337, 0.996566], [-2.592327, -3.324163, 1.959984], [2.561907, -0.410402, 0.225009], [3.138259, 0.725332, -0.009917], [-3.424776, 2.056790, 0.580977], [2.659927, -6.088635, -0.758708], [4.170531, 0.715559, -0.353618], [0.841715, 3.505926, 0.915966], [6.286606, -3.147295, 0.339601], [-4.834179, 1.873300, -0.487298], [3.901458, 5.745205, -0.336763], [-2.399395, -0.637732, 3.276993], [0.878616, -4.907221, -0.757236], [5.229579, -0.944443, 0.632843], [-2.862017, -3.112942, 2.991194], [-2.711594, 1.606907, -1.595033], [2.912213, 4.385539, 0.054767], [0.207112, -5.719202, -0.994050], [-2.871502, -0.398330, 1.244945], [4.366938, 2.980306, -0.556874], [-1.501077, -2.439111, 1.576265], [-1.715208, -1.219213, 0.584727], [-1.995361, 3.220165, -2.022953], [-3.453802, -3.189947, 1.310165], [-3.856917, 2.339020, -0.379210], [-3.839717, 3.849070, -0.591025], [2.228655, -5.103619, -0.630662], [-1.937070, 0.931843, 2.560162], [1.635857, 4.582501, 0.609572], [-1.636957, 0.863659, -0.806715], [3.072554, -4.017204, -0.321049], [-2.392225, 4.195618, -0.923711], [-0.138251, 3.635486, 1.352647], [-3.654171, 0.556942, 2.869113], [-0.707802, -3.454106, -0.615160], [1.122275, -2.585938, -0.276975], [4.471561, -4.143371, -0.150920], [-1.764495, 4.040766, -0.045651], [-2.422156, 3.503612, -2.986416], [3.370705, 3.119087, -0.156416], [-2.221055, -4.341483, 1.880604], [-1.039096, -1.357800, -2.199138], [1.293931, 5.592413, 0.792986], [-2.692042, 0.146783, 2.582118], [4.618902, -1.783802, 0.327660], [2.480597, -2.751747, -0.163349], [2.561054, 1.994413, 0.159620], [-2.273737, 5.228082, -1.249225], [-2.369615, -1.893408, -0.666058], [3.273815, -1.631726, 0.122005]],
  "forces_ev_per_angstrom": [[0.006, -0.005, 0.006], [-0.015, 0.000, 0.012], [0.001, 0.001, 0.002], [0.005, 0.031, -0.001], [-0.066, -0.033, -0.076], [-0.004, -0.015, 0.027], [0.105, -0.332, -0.222], [0.039, -0.002, -0.057], [-0.096, -0.017, -0.035], [-0.008, -0.004, 0.018], [1.582, 1.257, -0.578], [-0.722, -0.842, 0.381], [-0.039, -0.013, 0.065], [-0.182, -0.369, -0.178], [0.064, 0.159, 0.087], [-0.003, 0.017, 0.007], [-0.010, -0.005, -0.005], [0.023, -0.138, 0.071], [-0.212, 0.003, 0.145], [0.000, 0.003, 0.000], [0.001, 0.000, 0.001], [-0.093, -0.043, 0.036], [-0.016, -0.019, -0.012], [0.084, 0.024, -0.041], [-0.003, 0.016, -0.026], [0.011, 0.019, -0.001], [-0.022, -0.021, -0.037], [0.097, 0.106, -0.026], [-0.008, 0.007, -0.008], [0.261, 0.270, 0.070], [-0.018, -0.092, -0.010], [0.066, -0.035, -0.008], [-0.531, -0.446, 0.075], [0.048, -0.020, 0.000], [0.009, 0.014, -0.011], [0.001, -0.016, 0.000], [0.001, 0.011, -0.033], [-0.049, -0.018, 0.010], [-0.005, -0.007, -0.039], [0.123, -0.147, -0.035], [-0.025, -0.015, -0.084], [-0.013, -0.029, -0.094], [-0.047, -0.016, 0.001], [0.021, 0.074, 0.031], [-0.017, -0.024, -0.017], [0.007, -0.053, 0.024], [-0.678, 0.087, 0.668], [0.042, 0.048, 0.026], [0.014, 0.029, -0.010], [-0.009, -0.022, -0.002], [-0.092, 0.014, 0.045], [0.023, 0.007, -0.004], [-0.006, 0.028, 0.020], [-0.043, -0.012, 0.010], [0.022, 0.098, 0.043], [0.048, -0.034, 0.012], [0.045, -0.115, -0.116], [0.033, 0.417, -0.136], [0.008, -0.003, -0.008], [0.152, 0.164, -0.118], [0.089, 0.057, 0.131]],
  "nbo_charge": [0.245, 0.224, 0.247, 0.254, -0.239, 0.214, 0.389, 0.116, -0.167, 0.216, 1.223, -0.685, -0.263, -0.596, 0.239, 0.236, 0.252, 0.220, -0.220, 0.253, 0.254, 0.065, 0.203, -0.263, 0.241, 0.211, 1.213, -0.084, 0.260, -0.810, 0.240, -0.854, 2.038, -0.587, 0.206, -0.588, -0.414, -0.064, 0.210, -0.139, -1.056, -0.005, -0.412, 0.225, 0.228, 0.233, -0.480, -0.171, 0.204, 0.249, -0.131, 0.212, 0.191, 0.252, -0.270, -0.195, 0.099, -0.256, 0.247, -0.837, 0.173],
  "fmax_ev_per_a": 2.10,
  "lumo_energy_ev": -7.418,
  "de_lowest_kcal_mol": 13.7,
  "homo_lumo_gap_ev": 6.2,
  "e_tot_ha": -2713.27622,
  "total_charge": 2
}

Entry 3:
{
  "formula": "C23H27BF5IrN3O3S4Sb",
  "method": "ωB97M-V with the def2-TZVPD basis set",
  "elements": ["C", "H", "C", "H", "H", "S", "C", "H", "C", "O", "H", "C", "Ir", "C", "C", "N", "H", "N", "H", "H", "C", "H", "O", "C", "C", "F", "C", "C", "H", "S", "F", "C", "H", "H", "H", "S", "B", "H", "H", "H", "C", "H", "S", "C", "C", "O", "C", "C", "C", "Sb", "H", "H", "F", "N", "C", "H", "H", "H", "F", "H", "H", "C", "F", "H", "H", "C", "H", "C"],
  "positions_angstrom": [[0.431820, -6.942570, -0.481769], [-2.108198, -7.001401, 0.620454], [-1.686090, 0.477973, -2.618975], [2.267108, 3.799579, 0.603976], [-2.076336, -4.780723, -1.463737], [0.643001, 2.756607, -3.406533], [-0.597747, 3.088499, 0.018306], [2.455711, 3.882347, 5.555721], [-3.962621, 0.442720, -3.308593], [2.471731, -1.111324, 0.693427], [2.062715, -3.125392, 2.593456], [2.426480, 4.081625, 4.485047], [0.781433, 2.008970, -1.172914], [-1.325829, 2.461075, 1.020570], [2.229910, 4.047294, 1.661863], [2.129212, 2.843727, 3.799768], [-2.004502, -6.536087, -1.678481], [-2.547984, 0.411770, -3.628238], [-0.785072, -5.506749, -2.424675], [-0.104978, -7.880285, -0.657183], [1.779117, -2.273126, 0.645654], [2.654543, 1.433283, 5.259759], [1.562042, 1.768257, 1.889031], [-0.551235, -5.782946, -0.270449], [-2.406070, 4.476702, 1.701967], [-2.874338, 2.466884, 2.842064], [-0.836426, 4.449122, -0.105225], [1.190969, -2.416135, -0.607196], [1.637980, 0.845903, 3.923422], [3.014594, 2.945541, -6.330309], [-1.219443, 1.132260, 1.221605], [0.237512, -4.506806, 0.040405], [-2.538578, 0.417843, -5.717951], [3.396932, 4.492313, 4.196731], [-2.158431, -5.299166, 1.112897], [3.003808, 1.061790, -1.068308], [2.289107, -0.478432, -0.573772], [1.075118, -6.746756, -1.341503], [-4.340016, 1.469196, -3.235259], [-2.482594, 2.042192, -4.975547], [0.837317, -4.349799, 1.289306], [0.923690, 1.837607, 5.208799], [2.854597, 5.905113, -3.770188], [-1.724692, 5.145738, 0.705232], [1.940844, 2.782241, 2.434473], [1.501134, -1.354175, -1.378859], [1.615800, -3.234851, 1.614168], [-1.401664, -5.635732, -1.534539], [0.426892, -3.514813, -0.932532], [2.766068, 3.658560, -4.172761], [1.667543, 4.849655, 4.309331], [-4.129981, -0.064147, -2.360814], [-0.179812, 5.186557, -1.011166], [-0.884530, 0.504583, -1.788709], [-2.203250, 3.118683, 1.866317], [-1.042624, 1.026559, -4.946299], [-0.950153, -6.387048, 1.796766], [-0.013656, -3.573395, -1.917025], [-1.929399, 6.470306, 0.551820], [3.172170, 4.507324, 1.960634], [0.702754, -5.112832, 2.046067], [-2.129369, 1.010219, -4.897442], [-3.265051, 5.138310, 2.506655], [-4.515456, -0.078352, -4.092054], [1.429304, 4.774893, 1.817233], [1.819168, 1.679099, 4.597291], [1.073184, -7.070183, 0.391871], [-1.495180, -6.135695, 0.886914]],
  "forces_ev_per_angstrom": [[0.011, -0.020, 0.012], [0.006, -0.007, -0.003], [0.065, -0.065, 0.000], [-0.012, -0.013, 0.007], [-0.002, 0.001, 0.016], [-0.204, -0.127, -0.160], [-0.032, -0.171, 0.203], [0.002, 0.006, 0.002], [-0.013, 0.079, -0.009], [0.012, -0.001, -0.009], [0.014, 0.007, 0.001], [0.000, 0.014, 0.026], [0.195, 0.478, -0.425], [-0.122, 0.047, -0.018], [0.037, 0.016, -0.006], [0.001, -0.014, -0.030], [0.008, -0.007, 0.000], [0.075, -0.081, -0.008], [0.009, 0.005, -0.002], [-0.007, -0.001, -0.014], [0.008, 0.008, 0.010], [-0.003, 0.008, 0.004], [-0.017, -0.110, 0.328], [-0.027, 0.029, 0.015], [-0.021, -0.020, 0.051], [-0.006, 0.004, -0.013], [-0.037, 0.029, 0.163], [0.001, -0.038, 0.014], [0.002, 0.012, -0.007], [-0.017, -0.041, -0.252], [0.040, -0.005, 0.007], [0.060, -0.040, -0.031], [-0.004, -0.002, 0.002], [-0.002, -0.003, -0.003], [-0.005, 0.004, -0.006], [-0.091, -0.270, 0.020], [0.010, 0.092, 0.096], [0.010, 0.010, 0.002], [0.005, -0.005, 0.007], [0.024, 0.003, 0.002], [0.000, -0.004, -0.010], [-0.001, -0.001, -0.006], [0.011, 0.227, 0.000], [0.028, -0.022, -0.028], [0.023, 0.091, -0.142], [0.084, 0.004, -0.043], [-0.042, -0.010, -0.012], [-0.015, -0.010, -0.015], [-0.035, 0.035, 0.032], [0.065, -0.108, 0.285], [-0.003, -0.004, -0.005], [-0.017, -0.001, -0.001], [0.033, -0.007, -0.030], [-0.078, -0.038, 0.013], [0.025, 0.034, -0.047], [-0.007, 0.016, -0.013], [0.008, 0.012, 0.005], [-0.004, 0.000, -0.012], [0.012, 0.004, 0.002], [0.002, 0.001, 0.003], [0.012, -0.005, 0.001], [-0.038, -0.001, -0.004], [0.009, -0.005, -0.020], [0.003, 0.001, -0.001], [0.004, 0.002, 0.007], [-0.021, -0.023, 0.037], [-0.010, -0.005, 0.011], [-0.023, 0.007, 0.005]],
  "nbo_charge": [-0.594, 0.191, 0.496, 0.270, 0.216, -0.789, -0.509, 0.195, -0.389, -0.661, 0.210, -0.402, 0.795, 0.371, -0.721, -0.462, 0.195, -0.468, 0.209, 0.189, 0.301, 0.174, -0.601, -0.071, 0.244, -0.322, 0.367, 0.257, 0.258, -0.900, -0.327, -0.036, 0.181, 0.194, 0.216, -0.505, 0.815, 0.211, 0.186, 0.195, -0.242, 0.176, -0.878, 0.214, 0.692, -0.642, -0.280, -0.603, -0.269, 1.101, 0.195, 0.216, -0.311, -0.424, 0.209, 0.271, 0.202, 0.218, -0.317, 0.211, 0.191, -0.406, -0.319, 0.190, 0.228, -0.413, 0.207, -0.596],
  "fmax_ev_per_a": 0.67,
  "multiplicity": 5,
  "lumo_energy_ev": [3.681, 3.680],
  "de_lowest_kcal_mol": 34.7,
  "homo_lumo_gap_ev": [4.6, 5.4],
  "e_tot_ha": -3744.25527,
  "total_charge": -2
}